Formula: C6H40N2O12
Source: the OMol25 dataset
Level of theory: wB97M-V/def2-TZVPD

The geometry in ORCA input format:
```
! wB97M-V def2-TZVPD RIJCOSX def2/J DEFGRID3
* xyz 0 1
H 2.060 2.098 0.719
O -1.007 3.326 -2.215
H 1.513 -1.619 -2.496
H 3.158 0.469 -2.927
O 1.993 -3.802 1.494
H 0.280 1.149 -2.501
H -0.776 -1.335 -2.237
H -3.180 1.645 -2.837
O -3.004 4.320 2.254
H 2.288 -2.704 -3.230
H -3.748 3.237 -0.747
C -0.145 0.737 0.965
H 1.206 -0.396 2.160
H -0.811 2.577 0.266
H -2.420 3.072 -1.247
O -3.944 1.777 -3.401
C -0.712 -0.670 3.040
N 1.303 3.138 -0.908
H -1.156 -2.788 2.362
C 0.378 0.256 2.416
H -1.195 0.477 0.901
H 2.053 -4.681 -0.654
O -0.006 -1.715 -1.803
H -3.110 3.798 1.458
H -0.209 3.715 -1.765
H -2.102 -1.523 1.673
H 2.605 -3.119 1.783
O 3.442 -1.452 0.480
O -3.085 2.530 -0.746
H -1.156 1.433 -2.199
O 2.776 1.335 -3.091
H -2.471 -4.780 0.248
H 4.214 -2.019 0.423
H 0.142 -1.152 -1.034
H -0.492 -1.868 1.102
O -0.564 0.737 -2.520
H 0.441 1.161 3.012
C -0.186 -1.422 4.286
H 1.442 -3.632 -1.444
H -4.627 1.238 -2.992
O -1.548 -4.547 0.370
H 0.547 -2.202 4.097
H -1.155 3.749 -3.064
O 2.405 -1.817 -2.876
H -1.097 -1.873 4.679
H 1.255 -3.227 1.254
H 2.078 3.770 -1.066
H -1.179 -5.391 0.070
H -1.519 -0.035 3.406
H 0.573 0.174 0.350
C 1.209 2.746 0.495
H 0.219 -0.739 5.037
H 2.500 1.442 -3.998
O 2.262 -4.150 -1.436
H 1.396 2.389 -1.581
H -2.274 3.778 2.598
H 3.017 -1.654 -0.369
H 1.287 3.623 1.140
C -1.088 -1.757 2.010
N -0.080 2.171 0.831
*
```

gap between HOMO and LUMO = 8.968 eV
HOMO level = -8.80 eV
E_tot = -1264.94182 Ha